Record 1
Molecular formula: C13H23I2OP2STi
Method: DFT, ωB97M-V with the def2-TZVPD basis set

The total charge is +2. Its frontier orbital gap (alpha / beta) is 5.565 / 5.573 eV. Its spin multiplicity is 2. The lowest unoccupied orbital energy (alpha / beta) is -8.979 / -8.969 eV.

```
43
C13H23I2OP2STi | OMol25 | ωB97M-V with the def2-TZVPD basis set
I -3.17 0.22 -2.10
I -1.04 0.32 -3.80
Ti -0.19 0.24 -0.54
P -0.64 -2.20 -1.40
C -1.06 -3.32 -0.03
C -1.76 -2.84 -2.71
H -1.61 -3.92 -2.81
H 0.73 -3.93 -2.31
H -1.55 -2.36 -3.67
H 1.31 -2.31 -2.82
H -1.97 -2.94 0.47
H -2.80 -2.63 -2.45
C 0.93 -2.91 -1.98
H -1.27 -4.32 -0.45
H 1.67 -2.90 -1.17
H -0.24 -3.37 0.68
P -0.48 2.73 -1.07
C -0.75 3.86 0.33
C 1.06 3.38 -1.79
H -1.59 2.94 -3.23
H -1.63 4.47 -2.31
H -2.74 3.12 -1.89
C -1.74 3.38 -2.24
H 1.30 2.83 -2.70
H 0.92 4.45 -2.02
H -0.71 4.89 -0.04
H 0.02 3.70 1.09
H 1.88 3.26 -1.07
H -1.73 3.66 0.77
C -1.17 0.78 1.15
O -1.69 1.16 2.14
S 1.81 -0.34 0.23
C 1.77 -0.65 1.99
C 2.88 -0.22 2.73
C 2.93 -0.38 4.11
C 1.84 -0.96 4.78
C 0.72 -1.38 4.05
C 0.68 -1.23 2.66
H 3.70 0.24 2.19
H 3.81 -0.05 4.67
H 1.88 -1.10 5.87
H -0.13 -1.84 4.58
H -0.21 -1.54 2.10
```

***

Record 2
Molecular formula: C9H14O
Method: DFT, ωB97M-V with the def2-TZVPD basis set

Its frontier orbital gap is 9.983 eV. The lowest unoccupied orbital energy is 0.930 eV.

```
24
C9H14O | OMol25 | ωB97M-V with the def2-TZVPD basis set
C 0.60 2.21 -1.37
C -0.27 1.75 -0.24
C -1.58 1.22 -0.45
C -2.23 0.57 0.57
C -1.55 0.28 1.74
C -0.33 0.87 2.03
C 0.34 1.52 0.99
H 0.17 2.04 -2.36
H 1.50 1.58 -1.39
H 0.98 3.22 -1.34
H -1.95 1.62 -1.39
H -3.20 0.13 0.45
H -1.99 -0.29 2.55
H 0.12 0.71 3.00
H 1.38 1.80 1.12
C 0.45 -2.16 -1.20
C 1.06 -1.76 0.17
O 2.20 -2.55 0.39
H -0.59 -1.81 -1.21
H 0.35 -3.23 -1.34
H 0.78 -1.59 -2.08
H 1.43 -0.76 0.02
H 0.25 -1.87 0.90
H 2.09 -3.52 0.44
```

***

Record 3
Molecular formula: C13H21BrFN5O5
Method: DFT, ωB97M-V with the def2-TZVPD basis set

Its frontier orbital gap is 9.589 eV. The lowest unoccupied orbital energy is -0.082 eV.

```
46
C13H21BrFN5O5 | OMol25 | ωB97M-V with the def2-TZVPD basis set
N 3.57 4.23 -0.30
C 3.17 3.56 -1.54
C 2.07 2.48 -1.41
C 2.46 1.17 -2.10
C 1.64 -0.05 -1.67
N 1.85 -0.35 -0.26
O 1.97 -1.18 -2.48
C 3.18 -1.78 -2.26
O 3.77 -1.94 -3.49
O 2.98 -3.07 -1.70
N 3.04 -3.13 -0.25
O 4.03 -2.69 0.17
C 0.13 0.12 -1.88
Br -0.27 0.85 -3.70
N -0.56 -1.10 -1.66
C -1.89 -1.01 -1.07
C -2.03 -2.15 -0.09
O -2.27 -3.27 -0.34
F -1.80 -1.76 1.19
H 2.77 4.69 0.12
H 3.91 3.55 0.37
H 4.06 3.13 -1.98
H 2.82 4.34 -2.22
H 1.15 2.85 -1.86
H 1.90 2.31 -0.34
H 2.36 1.28 -3.18
H 3.51 0.96 -1.89
H 2.60 0.19 0.14
H 1.02 -0.26 0.31
H 3.82 -1.21 -1.57
H 4.67 -2.27 -3.35
H -0.26 0.88 -1.21
H -0.57 -1.68 -2.49
H -2.70 -1.13 -1.80
H -2.01 -0.05 -0.56
C -4.40 0.31 4.78
C -3.78 -0.29 3.70
C -4.43 -1.34 3.07
N -5.62 -1.81 3.45
C -6.20 -1.21 4.49
C -5.64 -0.15 5.19
H -3.92 1.14 5.30
H -2.81 0.03 3.35
H -3.98 -1.85 2.23
H -7.17 -1.61 4.78
H -6.16 0.29 6.03
```

***

Record 4
Molecular formula: C5H9NO
Method: DFT, ωB97M-V with the def2-TZVPD basis set

Its frontier orbital gap is 11.047 eV. The lowest unoccupied orbital energy is 0.837 eV.

```
16
C5H9NO | OMol25 | ωB97M-V with the def2-TZVPD basis set
C -1.01 -0.29 1.24
C -0.11 -0.18 0.01
C -0.35 -1.26 -1.02
C -0.07 1.29 -0.49
O 0.96 1.66 0.41
C 1.29 0.14 0.40
N 2.52 -0.05 0.30
H -0.79 0.52 1.94
H -2.05 -0.22 0.93
H -0.86 -1.25 1.75
H -0.26 -2.26 -0.59
H -1.37 -1.15 -1.42
H 0.35 -1.17 -1.86
H -0.99 1.85 -0.32
H 0.25 1.36 -1.54
H 2.49 1.02 0.26
```

***

Record 5
Molecular formula: C5H11NO2
Method: DFT, ωB97M-V with the def2-TZVPD basis set

Its frontier orbital gap is 9.331 eV. The lowest unoccupied orbital energy is 0.687 eV.

```
19
C5H11NO2 | OMol25 | ωB97M-V with the def2-TZVPD basis set
C -2.70 0.10 -0.19
C 1.28 0.62 0.74
C -0.05 -1.38 0.94
C 0.06 -0.17 -1.33
C 0.04 -0.03 0.16
N -1.06 0.90 0.55
O -3.38 -0.64 0.48
O -0.97 2.19 -0.07
H -2.93 0.49 -1.15
H 2.17 -0.02 0.85
H 1.69 1.61 0.25
H 1.02 0.90 1.78
H -1.07 -1.69 0.70
H 0.28 -1.31 1.91
H 0.72 -2.06 0.54
H -0.88 -0.49 -1.77
H 0.23 0.75 -1.79
H 0.86 -0.87 -1.57
H -1.31 2.82 0.62
```

***

Record 6
Molecular formula: C3HCl2F3
Method: DFT, ωB97M-V with the def2-TZVPD basis set

Its frontier orbital gap is 10.019 eV. The lowest unoccupied orbital energy is -0.032 eV.

```
9
C3HCl2F3 | OMol25 | ωB97M-V with the def2-TZVPD basis set
C 0.19 -1.33 -0.82
C 0.08 -0.76 0.35
C -0.12 1.40 0.26
F 0.26 -2.69 -0.92
F -1.45 1.55 0.68
F -0.04 1.80 -1.01
Cl -0.12 -1.39 1.88
Cl 1.05 2.20 1.26
H 0.15 -0.80 -1.67
```

***

Record 7
Molecular formula: C13H16N2O
Method: DFT, ωB97M-V with the def2-TZVPD basis set

Its frontier orbital gap is 8.592 eV. The lowest unoccupied orbital energy is 0.472 eV.

```
32
C13H16N2O | OMol25 | ωB97M-V with the def2-TZVPD basis set
C -3.63 -2.33 -0.87
C -2.68 -1.42 -0.10
C -3.31 -0.04 0.15
C -2.46 0.86 1.04
N -1.19 1.19 0.45
N -0.05 0.44 0.69
C 0.99 1.06 0.05
C 2.33 0.48 0.03
C 3.44 1.30 -0.17
C 4.71 0.76 -0.21
C 4.90 -0.60 -0.04
C 3.81 -1.42 0.16
C 2.53 -0.89 0.19
C 0.55 2.24 -0.47
C -0.86 2.36 -0.21
O -1.67 3.23 -0.46
H -3.88 -1.89 -1.83
H -4.55 -2.49 -0.31
H -3.17 -3.30 -1.04
H -1.76 -1.30 -0.67
H -2.44 -1.88 0.86
H -3.47 0.46 -0.81
H -4.28 -0.17 0.62
H -2.29 0.40 2.02
H -2.97 1.82 1.18
H -0.14 -0.55 0.84
H 3.30 2.36 -0.29
H 5.56 1.41 -0.36
H 5.90 -1.02 -0.07
H 3.95 -2.49 0.28
H 1.69 -1.56 0.33
H 1.12 2.98 -0.99
```

***

Record 8
Molecular formula: C11H12N4O
Method: DFT, ωB97M-V with the def2-TZVPD basis set

Its frontier orbital gap is 8.395 eV. The lowest unoccupied orbital energy is -0.338 eV.

```
28
C11H12N4O | OMol25 | ωB97M-V with the def2-TZVPD basis set
N -1.86 -5.01 -1.92
C -1.36 -4.03 -2.17
C -0.56 -2.89 -2.35
C -0.17 -2.11 -1.29
C 0.37 -0.83 -1.41
N 0.57 0.16 -0.42
C 1.94 0.73 -0.20
C 1.95 0.32 1.23
C 2.04 1.32 2.28
N 0.69 1.88 2.35
C -0.23 0.77 1.98
C 0.49 -0.22 1.03
C 0.80 -0.49 -2.72
N 0.72 -1.36 -3.71
O 1.26 -1.05 -4.76
C 0.08 -2.54 -3.58
H -0.65 -2.40 -0.35
H 2.77 0.26 -0.72
H 1.96 1.77 -0.57
H 2.61 -0.51 1.51
H 2.22 0.83 3.28
H 2.75 2.13 2.05
H 0.69 2.60 1.68
H -0.43 0.13 2.89
H -1.17 1.18 1.64
H 0.31 -1.19 1.45
H 1.47 0.43 -2.86
H 0.21 -3.17 -4.52
```

***

Number 1: strongest force on any atom 8.49 eV/A. Number 2: strongest force on any atom 3.06 eV/A. Number 3: strongest force on any atom 0.51 eV/A. Number 4: strongest force on any atom 3.11 eV/A. Number 5: strongest force on any atom 4.67 eV/A. Number 6: strongest force on any atom 4.14 eV/A. Number 7: strongest force on any atom 0.82 eV/A. Number 8: strongest force on any atom 4.05 eV/A.